C20H25NO7S in the gas phase, computed with wB97M-V/def2-TZVPD.

The geometry in XYZ format:
```
54
C20H25NO7S | the Open Molecules 2025 dataset | wB97M-V/def2-TZVPD
C -5.44050 -3.87398 0.08681
O -5.05390 -2.53229 0.32975
C -4.11981 -2.02957 -0.49943
O -3.63827 -2.66020 -1.41447
C -3.80650 -0.65872 -0.14788
S -4.72271 0.08929 1.13835
C -3.78529 1.53300 1.00507
N -3.99311 2.59982 1.78049
C -2.82557 1.44534 -0.00989
C -2.00270 2.60425 -0.31818
O -1.99588 3.62680 0.35012
O -1.26993 2.47813 -1.43037
C -0.47863 3.59773 -1.78992
C -2.83249 0.17139 -0.64297
C -1.86401 -0.26839 -1.69744
O -0.49538 -0.07901 -1.32958
C -0.10789 -0.48166 -0.12320
O -0.84196 -0.96967 0.69932
C 1.38730 -0.29055 0.09733
C 1.62408 0.15030 1.54588
C 3.12506 0.24253 1.81167
C 3.74743 1.26459 0.86110
C 3.51217 0.82109 -0.58241
C 4.16228 -0.54157 -0.80947
C 3.54648 -1.56990 0.13988
O 4.18076 -2.80919 -0.12057
C 3.77035 -1.12441 1.58979
C 2.03842 -1.66386 -0.12640
C 2.01045 0.72705 -0.85717
H -4.57006 -4.53221 0.12619
H -6.15112 -4.13044 0.86815
H -5.90358 -3.96322 -0.89853
H -4.70802 2.60395 2.48389
H -3.37657 3.39158 1.62178
H 0.18410 3.25801 -2.58175
H 0.09386 3.95545 -0.93128
H -1.11467 4.41139 -2.14666
H -1.98608 0.32822 -2.60455
H -2.03535 -1.32659 -1.91682
H 1.15413 -0.56529 2.22262
H 1.15325 1.12215 1.71227
H 3.28993 0.55685 2.84805
H 3.29906 2.24637 1.02794
H 4.81899 1.34788 1.05384
H 3.95842 1.55088 -1.26650
H 4.01325 -0.87641 -1.83689
H 5.23688 -0.49319 -0.62777
H 3.79957 -3.47862 0.45859
H 3.33402 -1.85954 2.27198
H 4.84329 -1.07668 1.78764
H 1.58396 -2.39787 0.54504
H 1.87367 -1.99568 -1.15406
H 1.54184 1.70108 -0.70927
H 1.83701 0.42360 -1.89012
```

* total charge: 0
* energy above the lowest of the compared OMol25 structures with the same formula, charge and spin: 0.110 eV
* SMILES string: COC(=O)c1sc(N)c(C(=O)OC)c1COC(=O)[C@@]12C[C@@H]3C[C@@H](C[C@@](O)(C3)C1)C2
* E: -1756.831103 Ha
* HOMO: -0.296 hartree
* gap between HOMO and LUMO: 8.58 eV
* LUMO level: 0.01987 hartree
* largest force on an atom: 0.65 eV/A

Results of the Mulliken charge analysis, in e, for atoms 1 through 2: number 1, C, carries -0.70; number 2, O, carries -0.33


A 2-piece molecular cluster, C8H17N4 overall, computed with wB97M-V/def2-TZVPD.

The geometry in XYZ format:
```
29
C8H17N4 | the Open Molecules 2025 dataset | wB97M-V/def2-TZVPD
C -0.54457 0.99607 2.19876
C 0.63988 1.40511 1.47452
C -0.36811 -0.36006 2.34816
C 1.63058 -1.80727 2.07324
C -2.35935 0.89109 -0.07692
C -0.45909 0.64257 -2.71461
C 1.58029 -0.17880 -1.78645
C -0.58040 -0.57778 -0.64638
N 1.49882 0.41820 1.24626
N 0.86992 -0.61881 1.84742
N -1.78897 -0.24032 -0.35569
N 0.21080 0.34194 -1.52010
H -1.42148 1.58651 2.38794
H 0.93046 2.37692 1.13150
H 2.64664 -1.45470 1.82517
H 1.54611 -2.18878 3.14507
H 1.19403 -2.63176 1.36728
H -1.91972 1.83375 -0.18500
H -3.47669 0.84109 0.19636
H -0.90352 -1.10625 2.93057
H -1.50935 1.03539 -2.60185
H -0.08765 1.54110 -3.21972
H -0.48201 -0.19394 -3.34535
H 2.07024 0.18363 -2.65271
H 2.13279 -0.19500 -0.75688
H 1.43739 -1.27247 -1.91214
H -0.43711 -1.50788 -1.23823
H -2.43981 -0.96280 -0.14611
H 0.38986 1.20328 -1.01414
```

* total charge: +1
* energy above the lowest of the compared OMol25 structures with the same formula, charge and spin: 3.917 eV
* E: -533.645312 Ha
* HOMO (alpha / beta): -0.425 / -0.425 hartree
* gap between HOMO and LUMO (alpha / beta): 8.54 / 8.54 eV
* LUMO level (alpha / beta): -0.11085 / -0.11084 hartree
* largest force on an atom: 5.54 eV/A

Results of the Mulliken charge analysis, in e, for atoms 1 through 2: number 1, C, carries -0.77; number 2, C, carries -0.48


C16H15F3NO9S2 as an isolated structure, computed with wB97M-V/def2-TZVPD.

The geometry in XYZ format:
```
46
C16H15F3NO9S2 | the Open Molecules 2025 dataset | wB97M-V/def2-TZVPD
O 1.62397 3.38418 0.35530
S 0.20428 3.31138 0.61912
O -0.21004 2.18262 1.43411
N -0.75305 3.55100 -0.62342
S -0.34264 3.00702 -2.06871
O -1.43096 3.34328 -2.96949
O 0.95607 3.44678 -2.54288
C -0.27023 1.22510 -2.04250
C -1.21881 0.49888 -1.08188
O -0.72386 -0.78137 -0.69561
C 0.43437 -0.74928 0.09077
C 0.18358 -1.31061 1.48473
F 0.45970 -2.62796 1.55415
F -1.06547 -1.14821 1.91302
F 0.97670 -0.71181 2.37955
H -0.11614 4.40078 1.34287
H 0.78287 0.99085 -1.88500
H -0.51013 0.90418 -3.05849
H -1.48109 1.12809 -0.23253
H -2.15157 0.30359 -1.61574
H 0.89121 0.23422 0.20162
H 1.18337 -1.40232 -0.37167
C 3.71588 1.50679 -3.54109
C 4.81199 1.71273 -4.26794
C 5.60748 0.58137 -4.80126
O 6.60938 0.76280 -5.46303
C 5.13591 -0.79676 -4.49792
C 4.04141 -1.00872 -3.77325
C 3.25100 0.12890 -3.24044
O 2.25022 -0.03945 -2.58021
H 3.10815 2.31192 -3.13680
H 5.17346 2.70533 -4.50383
H 5.73398 -1.60496 -4.89987
H 3.67723 -2.00098 -3.53801
C -2.89351 -1.89507 4.24630
C -2.99421 -2.76693 5.24778
C -4.31004 -3.22577 5.75098
O -4.39922 -4.01970 6.66604
C -5.52266 -2.67681 5.09488
C -5.43060 -1.80583 4.09469
C -4.10916 -1.34350 3.58690
O -4.03904 -0.55242 2.67598
H -1.94079 -1.55349 3.87043
H -2.12512 -3.18206 5.74229
H -6.47305 -3.02630 5.47860
H -6.30085 -1.39145 3.60143
```

* total charge: -1
* E: -2446.568741 Ha
* HOMO: -0.223 hartree
* gap between HOMO and LUMO: 6.48 eV
* LUMO level: 0.01456 hartree
* largest force on an atom: 1.60 eV/A

Results of the Mulliken charge analysis, in e, for atoms 1 through 2: number 1, O, carries -0.57; number 2, S, carries 0.75


C14H30CoN6O5 as an isolated structure, computed with wB97M-V/def2-TZVPD.

The geometry in XYZ format:
```
56
C14H30CoN6O5 | the Open Molecules 2025 dataset | wB97M-V/def2-TZVPD
Co -0.03351 0.91883 -0.42596
C -1.79085 -2.25013 -3.24489
N -2.58033 -1.67682 -2.15174
C -3.99028 -2.06112 -2.03673
C -1.98109 -0.92426 -1.24951
O -0.74574 -0.71748 -1.27350
C -2.82132 -0.32637 -0.13843
O -2.01540 0.51677 0.66692
C -2.51640 1.84262 0.80214
C -2.24921 2.58215 -0.50275
O -1.47353 2.02226 -1.31578
N -2.81276 3.74673 -0.73914
C -2.50578 4.48563 -1.96748
C -3.68778 4.44617 0.20135
H -2.43518 -2.37997 -4.10943
H -1.37668 -3.21847 -2.96188
H -0.97875 -1.57762 -3.49813
H -4.32082 -2.45225 -2.99349
H -4.61846 -1.20698 -1.79297
H -4.13285 -2.83564 -1.28216
H -3.23195 -1.12375 0.48453
H -3.65225 0.22874 -0.57672
H -1.94113 2.31034 1.60141
H -3.56893 1.82454 1.07819
H -1.70941 3.98842 -2.50738
H -2.19566 5.49590 -1.70529
H -3.39575 4.53939 -2.59417
H -3.99488 3.81169 1.02528
H -4.57708 4.78876 -0.32522
H -3.17010 5.31545 0.60666
N 1.97623 0.19732 -0.31720
C 2.76615 1.14054 0.52368
C 3.03277 0.61259 1.93214
C 4.24136 -0.33747 2.09286
C 3.96839 -1.79390 2.45736
N 3.79135 -2.64015 1.26103
C 3.17222 -3.81724 1.23076
N 2.45113 -4.23589 2.26703
N 3.24311 -4.57699 0.13421
C 1.98512 2.45896 0.67361
O 2.56253 3.46539 0.98436
O 0.69793 2.32348 0.49790
H 2.08738 -0.76764 -0.02721
H 2.26998 0.25931 -1.28770
H 3.71461 1.39821 0.05135
H 2.11299 0.16713 2.33014
H 3.23508 1.49488 2.53702
H 4.86986 0.05260 2.89238
H 4.86502 -0.30439 1.19272
H 3.07482 -1.85744 3.07841
H 4.80885 -2.18636 3.03100
H 4.44036 -2.45469 0.51037
H 2.44136 -3.73245 3.13618
H 2.00295 -5.13678 2.25197
H 3.87180 -4.35261 -0.61831
H 2.82050 -5.48993 0.11023
```

* total charge: +2
* energy above the lowest of the compared OMol25 structures with the same formula, charge and spin: 0.741 eV
* E: -2638.546852 Ha
* HOMO (alpha / beta): -0.518 / -0.517 hartree
* gap between HOMO and LUMO (alpha / beta): 8.95 / 8.94 eV
* spin multiplicity: 2
* LUMO level (alpha / beta): -0.18866 / -0.18850 hartree
* largest force on an atom: 1.10 eV/A

Results of the Mulliken charge analysis, in e, for atoms 1 through 2: number 1, Co, carries 0.38; number 2, C, carries -0.97